i) This record from the OMol25 dataset describes an isolated ion of composition C2H3N2O2 and charge +1. The level of theory is ωB97M-V/def2-TZVPD.

Computed properties:
Structure (SMILES): O=N/C=C\[NH+]=O
Net charge: +1
HOMO (spin up / spin down): -15.1 / -15.0 eV

The geometry in XYZ format:
```
9
Properties=species:S:1:pos:R:3:lowdin_charge:R:1
O -2.08 -0.78 -0.28 0.35
N -1.02 -1.15 -0.07 0.07
C 0.15 -1.15 0.31 0.04
C 0.75 0.14 -0.03 0.02
N 0.11 1.30 -0.03 -0.07
O -1.07 1.63 0.22 0.06
H 0.62 -2.08 0.60 0.18
H 1.75 0.04 -0.43 0.15
H 0.80 2.06 -0.28 0.21
```

---

ii) This record from the OMol25 dataset describes an isolated ion of composition C2H3N2O2 and charge +1. The level of theory is ωB97M-V/def2-TZVPD.

Computed properties:
Structure (SMILES): O=C/[NH+]=C/N=O
Net charge: +1
HOMO: -15.4 eV

The geometry in XYZ format:
```
9
Properties=species:S:1:pos:R:3:lowdin_charge:R:1
O -2.61 -0.51 -0.26 0.20
C -1.77 0.13 0.22 -0.13
N -0.24 -0.47 0.15 0.11
C 0.79 0.13 -0.35 -0.15
N 1.97 0.05 -0.01 0.09
O 3.10 -0.14 -0.04 0.33
H -1.70 1.22 0.64 0.19
H -0.05 -1.35 0.63 0.16
H 0.51 0.95 -0.97 0.19
```

---

Most stable structure: ii)

---

i) This record from the OMol25 dataset describes C29H27N2O4ReS as an isolated structure. The level of theory is ωB97M-V/def2-TZVPD.

Computed properties:
Net charge: +1
2S+1: 2
HOMO (spin up / spin down): -10.4 / -10.2 eV

The geometry in XYZ format:
```
64
Properties=species:S:1:pos:R:3:lowdin_spin:R:1
Re 0.36 0.06 0.10 0.85
C 4.58 -0.78 -0.03 0.00
O 5.08 0.55 -0.02 0.00
C 4.28 1.64 0.05 0.00
C 4.98 2.84 0.13 -0.01
C 4.33 4.06 0.23 0.00
C 2.95 4.09 0.25 -0.01
C 2.22 2.91 0.18 0.00
C 0.78 3.04 0.16 -0.02
N -0.04 2.05 0.12 0.01
N -1.40 2.41 0.02 0.00
C -2.11 1.35 -0.14 0.02
O -1.53 0.13 -0.25 0.04
C -3.58 1.41 -0.15 0.00
C -4.25 2.62 0.00 0.00
C -5.63 2.63 0.02 0.00
C -6.35 1.45 -0.10 0.00
C -5.68 0.24 -0.25 0.00
C -4.30 0.22 -0.28 0.00
C 2.88 1.67 0.07 0.01
O 2.17 0.50 -0.01 0.09
H 5.47 -1.41 -0.06 0.00
H 3.97 -0.98 -0.90 0.00
H 4.02 -0.99 0.88 0.00
H 6.06 2.78 0.11 0.00
H 4.91 4.97 0.29 0.00
H 2.42 5.03 0.32 0.00
H 0.34 4.03 0.15 0.00
H -3.68 3.53 0.10 0.00
H -6.16 3.57 0.14 0.00
H -7.43 1.47 -0.07 0.00
H -6.24 -0.68 -0.35 0.00
H -3.76 -0.71 -0.40 0.00
C -2.28 -2.88 4.20 0.00
C -2.36 -2.78 2.79 0.00
C -1.58 -1.90 2.11 0.00
C -0.66 -1.05 2.79 0.00
C 0.19 -0.09 2.14 0.00
C 1.00 0.73 2.89 -0.02
C 1.07 0.61 4.29 0.00
C 0.29 -0.31 4.93 -0.02
C -0.59 -1.15 4.20 0.00
C -1.42 -2.08 4.88 0.00
H -2.91 -3.58 4.73 0.00
H -3.06 -3.41 2.25 0.00
H -1.69 -1.82 1.04 0.00
H 1.62 1.48 2.41 0.00
H 1.73 1.25 4.85 0.00
H 0.33 -0.41 6.01 0.00
H -1.35 -2.13 5.96 0.00
O 0.63 -1.99 -0.22 0.03
S 0.92 -3.18 0.75 0.00
C -0.10 -4.50 0.03 0.00
C 0.83 -5.46 -0.72 0.00
C 2.04 -4.64 -1.16 0.00
C 2.44 -3.88 0.09 0.00
H -0.78 -3.96 -0.62 0.00
H -0.67 -4.96 0.84 0.00
H 0.31 -5.92 -1.55 0.00
H 1.15 -6.26 -0.05 0.00
H 1.75 -3.93 -1.94 0.00
H 2.85 -5.25 -1.54 0.00
H 3.14 -3.05 -0.04 0.00
H 2.82 -4.54 0.88 0.00
```

---

ii) This record from the OMol25 dataset describes C29H27N2O4ReS as an isolated structure. The level of theory is ωB97M-V/def2-TZVPD.

Computed properties:
Net charge: +1
2S+1: 2
HOMO (spin up / spin down): -10.2 / -10.0 eV

The geometry in XYZ format:
```
64
Properties=species:S:1:pos:R:3:lowdin_spin:R:1
Re 0.55 0.00 -1.05 0.89
C 4.60 -0.18 -2.62 0.00
O 5.27 -0.31 -1.37 0.00
C 4.65 -0.18 -0.17 0.00
C 5.52 -0.16 0.92 -0.02
C 5.07 -0.03 2.21 0.00
C 3.71 0.08 2.45 -0.03
C 2.81 0.06 1.38 0.00
C 1.40 0.13 1.75 -0.05
N 0.40 0.10 0.94 0.02
N -0.88 0.05 1.48 0.01
C -1.74 -0.12 0.53 0.02
O -1.35 -0.24 -0.75 0.06
C -3.18 -0.21 0.82 0.00
C -3.64 -0.02 2.12 0.00
C -5.00 -0.09 2.37 0.00
C -5.89 -0.35 1.34 0.00
C -5.43 -0.53 0.04 0.00
C -4.07 -0.46 -0.22 0.00
C 3.28 -0.08 0.06 0.01
O 2.41 -0.11 -1.00 0.10
H 5.39 -0.24 -3.36 0.00
H 4.09 0.77 -2.71 0.00
H 3.90 -1.00 -2.78 0.00
H 6.58 -0.25 0.70 0.00
H 5.77 -0.01 3.03 0.00
H 3.33 0.19 3.46 0.00
H 1.15 0.18 2.81 0.00
H -2.94 0.18 2.91 0.00
H -5.37 0.05 3.38 0.00
H -6.95 -0.40 1.54 0.00
H -6.13 -0.72 -0.76 0.00
H -3.70 -0.60 -1.23 0.00
C -2.97 4.52 -1.91 0.00
C -3.04 3.13 -2.18 0.00
C -1.94 2.34 -2.02 0.00
C -0.69 2.87 -1.58 0.00
C 0.50 2.07 -1.37 0.00
C 1.69 2.74 -1.19 -0.01
C 1.77 4.14 -1.11 0.00
C 0.64 4.89 -1.17 -0.01
C -0.61 4.28 -1.42 0.00
C -1.77 5.07 -1.56 0.00
H -3.85 5.14 -2.02 0.00
H -3.97 2.70 -2.52 0.00
H -2.01 1.30 -2.27 0.00
H 2.61 2.18 -1.06 0.00
H 2.74 4.61 -0.97 0.00
H 0.68 5.97 -1.07 0.00
H -1.69 6.14 -1.40 0.00
O 0.53 -2.22 -0.81 0.00
S 1.16 -3.30 0.07 0.00
C 0.41 -4.83 -0.53 0.00
C -0.91 -4.99 0.21 0.00
C -0.59 -4.65 1.66 0.00
C 0.20 -3.33 1.62 0.00
H 1.12 -5.63 -0.29 0.00
H 0.35 -4.73 -1.61 0.00
H -1.31 -5.99 0.09 0.00
H -1.64 -4.29 -0.20 0.00
H 0.02 -5.44 2.10 0.00
H -1.48 -4.54 2.27 0.00
H 0.88 -3.19 2.45 0.00
H -0.46 -2.47 1.54 0.00
```

---

Most stable structure: i)

---

i) This record from the OMol25 dataset describes C8H14O as an isolated structure. The level of theory is ωB97M-V/def2-TZVPD.

Computed properties:
HOMO: -9.2 eV

The geometry in XYZ format:
```
23
Properties=species:S:1:pos:R:3:lowdin_charge:R:1
C -3.49 0.61 0.30 0.04
C -2.05 -0.01 -0.09 -0.26
C -2.02 -1.52 -0.24 -0.04
C -1.01 0.67 -0.26 -0.15
C 0.31 0.29 -0.87 -0.16
C 1.43 0.43 0.19 -0.18
C 2.70 -0.04 -0.38 -0.69
C 3.82 -0.01 0.63 -0.10
H -4.16 0.32 -0.40 0.06
H -3.86 0.22 1.14 0.04
H -3.50 1.49 0.25 -0.05
H -1.09 -2.02 -0.39 0.05
H -2.47 -1.98 0.80 0.14
H -2.37 -1.98 -1.06 0.03
H -1.18 1.69 -0.49 0.11
H 0.74 1.14 -1.75 0.22
H 0.18 -0.60 -0.97 -0.02
H 1.04 -0.12 1.24 0.17
H 1.52 1.58 0.80 0.20
H 3.25 0.39 1.75 0.11
H 4.79 1.01 0.68 0.16
H 4.49 -1.21 0.55 0.17
O 2.95 -0.36 -1.43 0.14
```

---

ii) This record from the OMol25 dataset describes a 2-piece molecular cluster, C8H14O overall. The level of theory is ωB97M-V/def2-TZVPD.

Computed properties:
Structure (SMILES): CC(C)=C(C)O.C#CC
HOMO: -7.9 eV

The geometry in XYZ format:
```
23
Properties=species:S:1:pos:R:3:lowdin_charge:R:1
C 0.84 -1.46 -1.60 -0.06
C 1.05 -0.71 -0.30 -0.32
C 1.55 0.69 -0.41 -0.06
C 0.59 -1.19 0.86 -0.40
C 0.76 -0.52 2.20 -0.02
O 0.05 -2.45 0.99 0.02
H -0.19 -1.78 -1.71 0.07
H 1.06 -0.81 -2.45 0.07
H 1.50 -2.34 -1.66 0.09
H 2.15 0.98 0.44 0.07
H 2.13 0.83 -1.32 0.07
H 0.67 1.38 -0.42 0.07
H 0.16 0.39 2.24 0.08
H 1.80 -0.25 2.37 0.08
H 0.43 -1.20 2.98 0.08
H -0.01 -2.86 0.13 0.09
C -2.10 0.09 0.40 0.11
C -1.97 1.17 -0.11 -0.20
C -2.04 2.47 -0.75 -0.12
H -2.28 -0.83 0.88 0.04
H -1.59 3.23 -0.11 0.08
H -3.07 2.74 -0.95 0.08
H -1.49 2.45 -1.70 0.08
```

---

Most stable structure: ii)

---

i) This record from the OMol25 dataset describes one molecule with the formula C8H14O. The level of theory is ωB97M-V/def2-TZVPD.

Computed properties:
Structure (SMILES): C=C(C)/C(=C/CO)CC
HOMO: -8.8 eV

The geometry in XYZ format:
```
23
Properties=species:S:1:pos:R:3:lowdin_charge:R:1
C 1.23 -1.77 0.94 0.03
C 1.18 -0.94 -0.08 -0.32
C 2.45 -0.69 -0.90 -0.06
C -0.11 -0.16 -0.30 -0.24
C -1.25 -0.79 -0.09 -0.06
C -2.59 -0.21 0.33 -0.24
O -3.67 -0.75 -0.44 -0.07
C -0.03 1.33 -0.53 -0.23
C 0.53 2.10 0.67 -0.09
H 0.41 -2.03 1.67 0.09
H 2.14 -2.24 1.27 0.06
H 2.19 -0.14 -1.82 0.07
H 3.25 -0.13 -0.36 0.09
H 2.90 -1.69 -1.12 0.08
H -1.29 -1.89 -0.23 0.13
H -2.81 -0.48 1.36 0.11
H -2.60 0.92 0.32 0.12
H -3.52 -0.46 -1.34 0.07
H 0.61 1.45 -1.46 0.12
H -0.99 1.79 -0.89 0.12
H 1.32 1.50 1.09 0.06
H -0.20 2.22 1.57 0.11
H 0.83 3.06 0.32 0.05
```

---

ii) This record from the OMol25 dataset describes a 2-piece molecular cluster, C8H14O overall. The level of theory is ωB97M-V/def2-TZVPD.

Computed properties:
Structure (SMILES): C=C(C)C(=C)/C=C/C.O
HOMO: -8.4 eV

The geometry in XYZ format:
```
23
Properties=species:S:1:pos:R:3:lowdin_charge:R:1
C 2.72 0.41 -0.71 0.06
C 1.69 -0.28 -0.09 -0.30
C 1.44 -1.80 -0.33 -0.05
C 0.90 0.33 1.00 -0.33
C 1.50 0.62 2.16 0.06
C -0.54 0.51 0.89 -0.08
C -1.53 -0.16 0.26 -0.14
C -3.00 0.00 0.59 -0.12
H 3.42 -0.23 -1.39 0.09
H 2.98 1.39 -0.78 0.01
H 0.60 -2.20 0.27 0.08
H 2.45 -2.12 -0.12 0.07
H 0.94 -2.04 -1.31 0.09
H 1.17 0.65 3.18 0.06
H 2.60 0.66 2.27 0.07
H -0.74 1.28 1.67 0.13
H -1.35 -1.00 -0.33 0.07
H -3.54 0.85 0.28 0.03
H -3.24 -0.31 1.76 0.13
H -3.76 -0.75 0.12 0.09
O -1.68 1.08 -2.91 -0.09
H -1.82 2.05 -2.74 0.06
H -1.20 1.07 -3.76 0.04
```

---

iii) This record from the OMol25 dataset describes a 2-piece molecular cluster, C8H14O overall. The level of theory is ωB97M-V/def2-TZVPD.

Computed properties:
Structure (SMILES): C/C=C\[C@@H]1C[C@@H]1C.C=O
HOMO: -9.0 eV

The geometry in XYZ format:
```
23
Properties=species:S:1:pos:R:3:lowdin_charge:R:1
C 1.50 -0.24 1.69 -0.08
C 1.58 0.33 0.31 -0.20
C 0.57 0.39 -0.57 -0.13
C -0.70 -0.33 -0.44 -0.28
C -1.86 -0.02 -1.33 -0.08
C -1.94 0.34 0.12 -0.29
C -1.90 1.78 0.57 -0.07
H 2.35 -0.88 1.90 0.08
H 1.52 0.58 2.42 0.08
H 0.58 -0.81 1.83 0.08
H 2.49 0.87 0.09 0.11
H 0.72 0.93 -1.50 0.12
H -0.53 -1.39 -0.16 0.13
H -2.47 -0.84 -1.70 0.10
H -1.74 0.79 -2.05 0.11
H -2.57 -0.29 0.73 0.13
H -1.41 1.86 1.55 0.08
H -1.34 2.39 -0.14 0.08
H -2.91 2.18 0.64 0.08
C 2.00 -1.87 -0.98 -0.18
O 1.21 -2.62 -0.47 -0.03
H 1.86 -1.48 -2.00 0.09
H 2.99 -1.66 -0.54 0.09
```

---

Most stable structure: i)

---

i) This record from the OMol25 dataset describes one molecule with the formula C8H14O. The level of theory is ωB97M-V/def2-TZVPD.

Computed properties:
Structure (SMILES): OC[C@@H]1[C@H]2CCCC[C@@H]12
HOMO: -9.5 eV

The geometry in XYZ format:
```
23
Properties=species:S:1:pos:R:3:lowdin_charge:R:1
O 2.90 0.74 -0.34 -0.13
C 2.52 -0.60 -0.10 -0.26
C 1.03 -0.55 -0.19 -0.16
C 0.23 0.29 0.78 -0.24
C -0.78 1.58 0.43 -0.11
C -1.93 1.05 -0.56 -0.20
C -2.56 -0.40 -0.10 -0.15
C -1.33 -1.38 -0.28 -0.19
C -0.22 -1.05 0.67 -0.20
H 2.09 1.22 -0.83 0.14
H 2.87 -1.17 -0.95 0.09
H 3.22 -0.90 0.77 0.15
H 0.99 -0.19 -1.22 0.14
H 0.63 0.61 1.73 0.13
H -1.36 1.88 1.27 0.07
H -0.08 2.44 0.20 0.11
H -2.56 1.94 -0.65 0.09
H -1.53 0.93 -1.62 0.11
H -3.31 -0.53 -1.00 0.13
H -3.04 -0.31 0.89 0.10
H -1.70 -2.47 -0.21 0.13
H -0.99 -1.34 -1.32 0.10
H -0.20 -1.56 1.64 0.15
```

---

ii) This record from the OMol25 dataset describes a 2-piece molecular cluster, C8H14O overall. The level of theory is ωB97M-V/def2-TZVPD.

Computed properties:
Structure (SMILES): C=C(C)OC.C=C=CC
HOMO: -9.1 eV

The geometry in XYZ format:
```
23
Properties=species:S:1:pos:R:3:lowdin_charge:R:1
C -1.06 -0.62 1.63 0.05
C -1.46 0.01 0.55 -0.41
C -1.93 -0.76 -0.63 -0.03
O -1.10 1.38 0.46 -0.14
C -2.13 2.34 0.30 -0.09
H -1.19 -1.71 1.73 0.07
H -0.70 -0.14 2.55 0.08
H -1.32 -0.41 -1.36 0.04
H -2.88 -0.60 -1.09 0.07
H -1.83 -1.84 -0.35 0.10
H -2.83 2.01 -0.45 0.08
H -1.64 3.19 -0.10 0.07
H -2.70 2.63 1.21 0.10
C 2.51 1.84 -0.23 0.01
C 2.36 0.57 -0.46 -0.14
C 2.11 -0.67 -0.57 -0.21
C 2.39 -1.64 0.46 -0.12
H 1.82 2.66 0.05 0.07
H 3.37 2.25 -0.65 0.02
H 1.56 -0.91 -1.55 0.14
H 3.46 -1.99 0.43 0.09
H 2.15 -1.33 1.44 0.07
H 1.86 -2.56 0.28 0.06
```

---

Most stable structure: i)

---

i) This record from the OMol25 dataset describes an isolated ion of composition C3H7O2 and charge -1. The level of theory is ωB97M-V/def2-TZVPD.

Computed properties:
Structure (SMILES): CO[C@H](C)[O-]
Net charge: -1
HOMO: -2.8 eV

The geometry in XYZ format:
```
12
Properties=species:S:1:pos:R:3:lowdin_charge:R:1
C 0.09 1.12 1.14 -0.23
O 0.27 1.19 -0.23 -0.23
C 0.67 -0.19 -0.83 -0.66
C -0.63 -1.05 -0.67 -0.09
O 1.72 -0.71 -0.31 -0.22
H 0.81 0.42 1.59 0.07
H 0.24 2.09 1.60 0.05
H -0.93 0.80 1.43 0.06
H 0.72 0.14 -1.89 0.10
H -1.55 -0.49 -0.46 0.05
H -0.46 -1.70 0.19 0.06
H -0.96 -1.61 -1.55 0.04
```

---

ii) This record from the OMol25 dataset describes an isolated ion of composition C3H7O2 and charge -1. The level of theory is ωB97M-V/def2-TZVPD.

Computed properties:
Structure (SMILES): [O-]CCCO
Net charge: -1
HOMO: -2.4 eV

The geometry in XYZ format:
```
12
Properties=species:S:1:pos:R:3:lowdin_charge:R:1
O -1.74 0.23 -1.27 -0.33
C -1.08 -0.72 -0.68 -0.64
C 0.48 -0.46 -0.39 -0.17
C 0.48 0.61 0.85 -0.29
O 1.51 1.62 0.67 -0.11
H -1.08 -1.81 -1.09 0.07
H -1.43 -0.96 0.37 0.06
H 0.75 -1.31 0.26 0.08
H 0.93 -0.02 -1.28 0.09
H 0.54 0.03 1.78 0.09
H -0.59 0.82 0.96 0.08
H 1.24 1.96 -0.19 0.07
```

---

iii) This record from the OMol25 dataset describes an isolated ion of composition C3H7O2 and charge -1. The level of theory is ωB97M-V/def2-TZVPD.

Computed properties:
Structure (SMILES): [O-]CCCO
Net charge: -1
HOMO: -2.8 eV

The geometry in XYZ format:
```
12
Properties=species:S:1:pos:R:3:lowdin_charge:R:1
O -0.03 -1.35 0.87 -0.30
C 0.93 -1.02 0.07 -0.59
C 0.30 -0.11 -1.15 -0.17
C 0.02 1.11 -0.25 -0.31
O -1.27 1.23 0.51 -0.17
H 1.74 -0.38 0.56 0.08
H 1.46 -1.88 -0.51 0.07
H -0.65 -0.55 -1.33 0.07
H 1.00 0.14 -2.06 0.11
H 0.77 1.27 0.54 0.08
H -0.20 2.14 -0.83 0.12
H -1.21 0.26 0.61 0.02
```

---

Most stable structure: i)